{"formula": "C13H26NV", "method": "wB97M-V/def2-TZVPD", "total_energy_ev": -41064.7675, "de_lowest_ev": 0.0000, "multiplicity": 3, "s_squared": 2.050, "total_charge": 2, "species": ["C", "H", "H", "H", "C", "H", "H", "C", "H", "H", "H", "C", "C", "C", "C", "C", "C", "C", "C", "C", "C", "V", "H", "H", "H", "H", "H", "H", "H", "H", "H", "H", "H", "H", "H", "H", "H", "N", "H", "H", "H"], "positions_angstrom": [[1.4692, 2.2399, -0.0032], [2.3492, 2.7979, 0.3700], [1.7860, 1.7467, -0.9284], [1.2706, 1.5121, 0.8271], [0.3466, 3.2499, -0.2406], [-0.5690, 2.7749, -0.6142], [0.0637, 3.6923, 0.7205], [0.7386, 4.3856, -1.1936], [-0.1124, 5.0516, -1.3782], [1.5547, 4.9975, -0.7843], [1.0773, 3.9966, -2.1638], [-0.8304, -1.9212, 0.7127], [-1.4889, -1.0722, -0.2358], [-0.5257, -0.7322, -1.2489], [0.7412, -1.3450, -0.8833], [0.5490, -2.0556, 0.3513], [1.5459, -2.8857, 1.0680], [1.9928, -1.2771, -1.6683], [-0.7703, 0.0884, -2.4535], [-2.9156, -0.6790, -0.1877], [-1.4951, -2.6279, 1.8375], [0.1370, 0.0254, 0.5804], [2.8478, -1.6046, -1.0649], [1.9520, -1.9349, -2.5474], [2.1807, -0.2634, -2.0409], [2.5678, -2.5818, 0.8325], [1.4181, -2.8420, 2.1587], [1.4335, -3.9349, 0.7709], [-2.3630, -2.0703, 2.2300], [-1.8738, -3.6023, 1.4921], [-0.8038, -2.8346, 2.6734], [-3.1004, 0.2327, -0.7606], [-3.5341, -1.4755, -0.6172], [-3.2636, -0.5146, 0.8429], [0.0449, 0.8024, -2.6255], [-0.8427, -0.5335, -3.3567], [-1.7169, 0.6350, -2.3638], [-0.3948, 0.1212, 2.6893], [0.0121, -0.6398, 3.2509], [-1.4116, 0.0715, 2.8518], [-0.0661, 1.0067, 3.1009]], "lowdin_spin": [0.009, 0.000, 0.002, 0.005, 0.005, 0.002, 0.000, 0.001, 0.000, 0.000, 0.000, -0.026, -0.013, -0.014, -0.013, -0.016, 0.002, 0.004, 0.003, 0.002, -0.004, 2.050, 0.000, -0.001, 0.000, 0.000, -0.001, -0.001, 0.000, -0.003, 0.000, 0.000, -0.001, 0.000, 0.000, -0.001, 0.000, 0.002, 0.002, 0.002, 0.000]}



{"formula": "C4H11N2S", "method": "wB97M-V/def2-TZVPD", "total_energy_ev": -18132.1393, "de_lowest_ev": 3.3797, "total_charge": 1, "species": ["C", "C", "C", "C", "N", "N", "S", "H", "H", "H", "H", "H", "H", "H", "H", "H", "H", "H"], "positions_angstrom": [[-3.1802, 0.4482, -0.0119], [2.0921, -0.2933, -1.1420], [2.0722, 0.9925, 0.8849], [1.5866, -0.2424, 0.2209], [-4.2263, -0.3384, 0.2025], [-2.0208, -0.0868, -0.2811], [-0.7247, 0.8703, -0.6872], [-3.3903, 1.4491, 0.2081], [1.5084, -0.8396, -1.8172], [2.4918, 0.6020, -1.5963], [3.0339, -0.9747, -1.3925], [2.8322, 0.7066, 1.5306], [1.1736, 1.2708, 1.5715], [2.4406, 1.8436, 0.2812], [1.1978, -1.2302, 0.5749], [-5.1308, 0.0191, 0.0637], [-4.1757, -1.3344, -0.0233], [-2.1475, -1.0948, -0.3094]], "nbo_charge": [0.371, -0.756, -0.711, 0.187, -0.731, -0.638, -0.016, 0.231, 0.266, 0.247, 0.297, 0.262, 0.269, 0.257, 0.245, 0.421, 0.400, 0.400]}



{"formula": "C3H3O3S", "method": "wB97M-V/def2-TZVPD", "total_energy_ev": -20135.2031, "de_lowest_ev": 3.2696, "total_charge": -1, "species": ["C", "C", "C", "O", "O", "O", "S", "H", "H", "H"], "positions_angstrom": [[-1.5835, -0.8461, -0.6558], [0.7356, 0.6607, -0.7646], [-0.1407, -0.3483, -0.1759], [-2.2531, -1.5750, 0.0197], [-1.6557, -0.3159, -1.7583], [0.9833, -0.7371, -0.7534], [1.2893, 0.9309, 2.6399], [0.5156, 1.0703, -1.7417], [1.3565, 1.2495, -0.1052], [0.7528, -0.0890, 3.2954]], "nbo_charge": [0.740, -0.162, 0.460, -0.629, -0.623, -0.384, -0.926, 0.190, 0.232, 0.101]}



{"formula": "C21H19F7N2O4", "method": "wB97M-V/def2-TZVPD", "smiles": "O=C(N/N=C/c1ccc(OCCCF)cc1)c1cc(OCC(F)(F)F)ccc1OCC(F)(F)F", "total_energy_ev": -52277.5257, "de_lowest_ev": 0.1414, "total_charge": 0, "species": ["O", "C", "N", "N", "C", "C", "C", "C", "C", "O", "C", "C", "C", "F", "C", "C", "C", "C", "C", "O", "C", "C", "F", "F", "F", "C", "C", "C", "O", "C", "C", "F", "F", "F", "H", "H", "H", "H", "H", "H", "H", "H", "H", "H", "H", "H", "H", "H", "H", "H", "H", "H", "H"], "positions_angstrom": [[-4.8700, -1.1208, -1.7381], [-3.7597, -0.8565, -1.3184], [-2.7876, -0.3970, -2.1539], [-1.5734, -0.0381, -1.7036], [-0.6705, 0.3305, -2.5212], [0.6464, 0.6875, -2.0547], [0.9484, 0.6858, -0.6918], [2.2183, 0.9780, -0.2429], [3.2261, 1.2871, -1.1564], [4.5092, 1.5748, -0.8314], [4.8999, 1.5305, 0.5266], [6.3886, 1.8648, 0.5858], [6.9158, 1.8028, 2.0105], [6.2896, 2.7417, 2.7949], [2.9254, 1.3100, -2.5223], [1.6573, 1.0144, -2.9632], [-3.3116, -1.0544, 0.0941], [-2.2545, -1.9575, 0.2607], [-1.7809, -2.2801, 1.5152], [-0.7613, -3.1665, 1.7880], [-0.1318, -3.8640, 0.7606], [0.9452, -3.0334, 0.0313], [0.5110, -2.4955, -1.1174], [1.4158, -2.0399, 0.7832], [1.9941, -3.8053, -0.2998], [-2.3672, -1.6908, 2.6374], [-3.3994, -0.8011, 2.4829], [-3.8923, -0.4680, 1.2153], [-4.8992, 0.4532, 1.2516], [-5.3995, 1.0308, 0.0784], [-6.2855, 2.1957, 0.5100], [-7.3140, 1.8098, 1.2657], [-6.8003, 2.8201, -0.5609], [-5.6119, 3.1189, 1.2040], [-3.0142, -0.3331, -3.1509], [-0.8511, 0.3697, -3.6026], [0.1663, 0.4415, 0.0095], [2.4159, 0.9556, 0.8165], [4.7214, 0.5279, 0.9397], [4.3323, 2.2632, 1.1146], [6.5411, 2.8664, 0.1816], [6.9444, 1.1567, -0.0290], [6.7183, 0.8301, 2.4731], [7.9860, 2.0271, 2.0491], [3.7145, 1.5579, -3.2144], [1.4425, 1.0267, -4.0220], [-1.8318, -2.3910, -0.6304], [-0.8326, -4.2568, 0.0132], [0.3853, -4.6993, 1.2448], [-1.9905, -1.9466, 3.6139], [-3.8615, -0.3318, 3.3361], [-6.0084, 0.3300, -0.5096], [-4.5984, 1.4384, -0.5535]], "nbo_charge": [-0.601, 0.651, -0.440, -0.243, 0.068, -0.145, -0.150, -0.262, 0.320, -0.491, -0.066, -0.451, 0.060, -0.370, -0.265, -0.155, -0.132, -0.262, 0.268, -0.479, -0.151, 0.948, -0.327, -0.314, -0.328, -0.222, -0.213, 0.292, -0.480, -0.154, 0.960, -0.317, -0.326, -0.322, 0.382, 0.157, 0.232, 0.218, 0.173, 0.187, 0.219, 0.220, 0.159, 0.170, 0.225, 0.210, 0.229, 0.202, 0.224, 0.231, 0.232, 0.236, 0.195]}



{"formula": "C36H43BGe2N6O4PtS2", "method": "wB97M-V/def2-TZVPD", "total_energy_ev": -193771.5496, "de_lowest_ev": 4.8706, "total_charge": 2, "species": ["Pt", "N", "C", "C", "C", "C", "C", "C", "S", "O", "O", "N", "C", "N", "C", "C", "C", "N", "H", "H", "H", "H", "H", "H", "H", "H", "H", "C", "C", "Ge", "C", "C", "C", "C", "Ge", "C", "C", "C", "C", "C", "C", "C", "C", "C", "C", "H", "H", "H", "H", "H", "H", "H", "H", "H", "H", "H", "H", "H", "H", "H", "H", "H", "H", "H", "H", "H", "H", "H", "H", "H", "H", "O", "B", "O", "C", "C", "C", "C", "C", "C", "H", "H", "H", "H", "S", "C", "N", "C", "C", "C", "N", "H", "H", "H", "H"], "positions_angstrom": [[-0.1419, -0.2459, -0.0361], [1.5691, -4.6724, -6.0883], [1.7916, -4.2206, -4.8369], [2.3290, -2.9333, -4.6320], [2.4913, -2.4446, -3.3552], [2.1416, -3.2351, -2.2687], [1.6183, -4.5105, -2.4411], [1.4413, -4.9999, -3.7143], [2.0506, -2.4997, -0.6696], [2.5893, -1.1606, -0.6871], [2.4896, -3.3338, 0.4071], [0.4004, -2.2614, -0.5998], [-0.2977, -2.8612, 0.3838], [-1.2576, -2.0732, 0.9189], [-1.8912, -2.5301, 1.9995], [-1.6467, -3.7985, 2.5026], [-0.7383, -4.5763, 1.7992], [-0.0745, -4.1131, 0.7510], [1.8898, -4.1367, -6.8758], [1.2972, -5.6263, -6.2537], [2.5992, -2.3282, -5.4855], [2.8849, -1.4569, -3.1683], [1.3494, -5.0926, -1.5711], [1.0173, -5.9818, -3.8604], [-2.6548, -1.8871, 2.4177], [-2.1578, -4.1673, 3.3772], [-0.5312, -5.6006, 2.0721], [-3.5583, 2.1879, 2.8340], [-2.4514, 1.2044, 2.4944], [-1.4698, 1.7158, 0.7825], [-0.8576, 3.6473, 1.0684], [-1.7549, 4.6510, 0.3735], [-2.9081, 1.7203, -0.5776], [-3.2092, 0.7694, -1.4730], [-1.8448, -0.7052, -1.8861], [-0.8248, -0.4663, -3.6244], [-1.2377, -1.3281, -4.8103], [-2.6259, -2.5832, -1.7684], [-3.6877, -2.9923, -2.7816], [-4.4793, 0.7202, -2.1846], [-5.6366, 1.2973, -1.6334], [-6.8315, 1.2741, -2.3239], [-6.9098, 0.6574, -3.5685], [-5.7788, 0.0685, -4.1201], [-4.5825, 0.0905, -3.4312], [-4.0075, 1.9102, 3.7879], [-4.3427, 2.1841, 2.0803], [-3.1779, 3.2022, 2.9316], [-2.8711, 0.2114, 2.3361], [-1.7191, 1.1562, 3.3001], [0.1678, 3.7345, 0.7144], [-0.8712, 3.7936, 2.1491], [-1.7538, 4.5028, -0.7036], [-1.3820, 5.6550, 0.5789], [-2.7794, 4.6058, 0.7378], [-3.5488, 2.5953, -0.5070], [0.2025, -0.7129, -3.3548], [-0.8523, 0.5891, -3.9004], [-1.2539, -2.3821, -4.5438], [-0.5097, -1.1999, -5.6087], [-2.2084, -1.0400, -5.2069], [-3.0200, -2.7165, -0.7624], [-1.7444, -3.2206, -1.8699], [-4.6248, -2.4721, -2.6011], [-3.8731, -4.0620, -2.6800], [-3.3730, -2.8068, -3.8047], [-5.5962, 1.7549, -0.6547], [-7.7119, 1.7269, -1.8902], [-7.8497, 0.6204, -4.0987], [-5.8355, -0.4198, -5.0830], [-3.6979, -0.3633, -3.8615], [1.6873, 0.8869, -2.2655], [0.6645, 1.0709, -1.3855], [0.0362, 2.2862, -1.5810], [0.7311, 2.9004, -2.6007], [0.5584, 4.1423, -3.1719], [1.4500, 4.4902, -4.1789], [2.4708, 3.6341, -4.5851], [2.6432, 2.3849, -4.0038], [1.7499, 2.0375, -3.0140], [-0.2200, 4.8113, -2.8411], [1.3497, 5.4558, -4.6484], [3.1540, 3.9402, -5.3628], [3.4487, 1.7281, -4.2898], [1.7689, 1.3240, 0.8627], [1.5675, -0.0500, 1.9141], [2.6588, -0.8023, 2.2039], [2.5151, -1.9394, 2.9615], [1.3211, -2.1602, 3.5863], [0.2831, -1.2387, 3.3939], [0.4027, -0.2440, 2.4856], [3.5285, -0.6169, 1.7188], [3.3703, -2.5893, 3.0314], [1.1816, -3.0173, 4.2247], [-0.6406, -1.2721, 3.9468]], "mulliken_charge": [-0.123, -0.513, 1.147, -0.748, -0.453, -0.388, -0.819, -0.853, 1.744, -0.664, -0.757, -0.451, -0.015, 0.102, -0.880, -0.767, -0.786, -0.329, 0.201, 0.193, 0.361, 0.582, 0.492, 0.372, 0.512, 0.503, 0.529, -1.243, -0.324, 1.242, -0.662, -1.399, -1.633, 0.541, 1.382, 0.259, -1.408, -0.054, -1.328, 0.248, -0.440, -0.888, -0.458, -1.048, 0.217, 0.441, 0.249, 0.321, -0.023, 0.367, 0.423, 0.638, 0.271, 0.436, 0.334, 0.728, -0.162, 0.429, 0.244, 0.470, 0.366, 0.328, 0.217, 0.391, 0.450, 0.235, 0.452, 0.434, 0.417, 0.433, 0.192, -0.467, 1.698, 0.357, 0.611, -1.232, -0.774, -0.681, -1.169, 0.582, 0.531, 0.470, 0.446, 0.576, -0.151, 0.164, 0.219, -0.339, -1.021, -0.183, 0.084, 0.375, 0.442, 0.531, 0.654]}



{"formula": "C6H12O", "method": "wB97M-V/def2-TZVPD", "smiles": "CO[C@H]1CC[C@H]1C", "total_energy_ev": -8462.9662, "de_lowest_ev": 1.3877, "total_charge": 0, "species": ["C", "O", "C", "C", "C", "C", "C", "H", "H", "H", "H", "H", "H", "H", "H", "H", "H", "H", "H"], "positions_angstrom": [[-1.5113, -1.9951, -0.2476], [-1.2979, -0.7049, 0.2574], [0.0238, -0.4330, 0.6408], [1.1647, -0.6361, -0.3840], [1.6682, 0.7874, -0.0491], [0.3327, 1.0820, 0.6806], [-0.6536, 1.9187, -0.1236], [-1.2806, -2.7783, 0.4902], [-0.9114, -2.1795, -1.1505], [-2.5699, -2.0560, -0.5124], [0.2568, -0.9330, 1.5957], [1.8528, -1.4664, -0.1954], [0.7889, -0.7144, -1.4087], [1.8882, 1.4288, -0.9089], [2.5359, 0.7892, 0.6166], [0.4367, 1.4971, 1.6891], [-0.3537, 2.9724, -0.1240], [-0.7102, 1.5799, -1.1643], [-1.6601, 1.8414, 0.2982]], "nbo_charge": [-0.245, -0.535, 0.110, -0.445, -0.400, -0.226, -0.605, 0.163, 0.165, 0.193, 0.164, 0.208, 0.209, 0.205, 0.206, 0.200, 0.206, 0.204, 0.221]}